{
  "formula": "C16H9I2NO3SSn",
  "method": "ωB97M-V with the def2-TZVPD basis set",
  "symbols": ["Sn", "I", "C", "C", "C", "I", "C", "C", "C", "C", "N", "C", "C", "O", "H", "H", "H", "H", "O", "C", "O", "C", "C", "C", "C", "S", "C", "C", "H", "H", "H", "H", "H"],
  "coordinates": [[1.20115, -0.11368, -2.08007], [0.18993, -0.01540, 2.98068], [2.09196, -0.03216, 2.15106], [3.21647, -0.03235, 3.00177], [4.48724, -0.04253, 2.50160], [6.09052, -0.04281, 3.83588], [4.69658, -0.05233, 1.09660], [5.95344, -0.06145, 0.45641], [6.03014, -0.06959, -0.90918], [4.84062, -0.06864, -1.65512], [3.65594, -0.06056, -1.09340], [3.56112, -0.05308, 0.25791], [2.23119, -0.04407, 0.78245], [1.19513, -0.04101, -0.03418], [3.05552, -0.02406, 4.07084], [6.85266, -0.06180, 1.05770], [6.98408, -0.07652, -1.41663], [4.86768, -0.07448, -2.73958], [-7.81918, -0.07283, -0.51401], [-6.71541, -0.05939, 0.26715], [-6.83753, -0.11289, 1.45865], [-5.38549, 0.02313, -0.41442], [-5.21390, 0.08455, -1.79491], [-3.94844, 0.15744, -2.35106], [-2.82811, 0.17054, -1.52648], [-1.23468, 0.25602, -2.27473], [-2.99124, 0.11152, -0.14200], [-4.25729, 0.03740, 0.40416], [-7.57793, -0.02486, -1.44377], [-6.05494, 0.07769, -2.47989], [-3.82074, 0.20365, -3.42376], [-2.11674, 0.12432, 0.49539], [-4.39971, -0.00976, 1.47496]],
  "atomic_forces_ev_per_a": [[-0.1, 0.1, 0.3], [0.0, 0.0, 0.0], [0.0, 0.0, 0.0], [0.0, 0.0, 0.0], [-0.1, 0.0, 0.0], [0.0, 0.0, 0.0], [0.0, 0.0, 0.0], [0.0, 0.0, 0.0], [0.0, 0.0, 0.0], [0.0, 0.0, 0.0], [0.0, 0.0, 0.0], [0.0, 0.0, 0.0], [0.0, 0.0, 0.0], [-0.1, -0.1, 0.0], [0.0, 0.0, 0.0], [0.0, 0.0, 0.0], [0.0, 0.0, 0.0], [0.0, 0.0, 0.0], [0.0, 0.0, 0.0], [0.0, 0.0, 0.0], [0.0, 0.0, 0.0], [0.0, 0.0, 0.0], [0.0, 0.0, 0.0], [0.0, 0.0, 0.0], [0.3, 0.0, 0.6], [-0.1, 0.0, -0.9], [0.0, 0.0, 0.0], [0.0, 0.0, 0.0], [0.0, 0.0, -0.1], [0.0, 0.0, 0.0], [0.0, 0.0, 0.0], [0.0, 0.0, 0.0], [0.0, 0.0, 0.0]],
  "de_lowest_ev": 0.000,
  "e_tot_ev": -57239.54440,
  "gap_ha": 0.251
}